1.
15
Properties=species:S:1:pos:R:3 method="wB97M-V/def2-TZVPD" spin_multiplicity=1 total_charge=+1
C -1.951 0.769 0.270
C 2.481 -0.904 0.241
C -1.527 -0.165 -0.765
O -0.148 -0.706 -0.511
F 0.733 0.682 1.488
F 1.248 1.389 -0.787
P 1.038 0.106 0.016
H -2.039 0.254 1.305
H -1.433 1.809 0.312
H -3.111 0.986 0.076
H 2.096 -1.883 0.431
H 2.969 -0.487 1.088
H 3.092 -1.095 -0.650
H -1.545 0.461 -1.713
H -1.904 -1.218 -0.802



2.
15
Properties=species:S:1:pos:R:3 method="wB97M-V/def2-TZVPD" spin_multiplicity=1 total_charge=0
C -1.799 -0.030 0.709
C -1.049 0.348 -0.542
C 0.530 0.489 -0.547
H -2.883 -0.652 0.529
H -1.205 -0.895 1.135
H -1.995 0.657 1.586
H -1.637 1.021 -1.134
H 0.358 2.335 -0.268
H 0.741 -1.593 -0.613
H 2.929 0.216 -0.036
H 2.665 -1.204 1.058
N 1.084 1.672 -0.392
N 1.018 -0.797 -0.271
N 2.434 -0.749 -0.064
F -1.192 -0.821 -1.151



The evaluated energy for the records listed, in turn: -20006.7323 -10424.5444 eV.
The evaluated relative energy (zero: lowest compared OMol25 entry of this formula, charge and spin) for the records listed, in turn: 0.0 69.8 kcal per mole.
The evaluated HOMO for the records listed, in turn: -16.485 -8.743 eV.